# 1
{"formula": "C3H4S2", "method": "the ωB97M-V functional and the def2-TZVPD basis", "elements": ["C", "C", "C", "S", "S", "H", "H", "H", "H"], "positions_angstrom": [[-0.9812, 0.7401, 0.0971], [-0.3448, -0.7614, 0.1260], [1.3876, -0.1939, -0.2873], [0.7252, 1.4501, -0.2672], [0.9065, -1.0453, 1.2436], [-1.7563, 0.9266, -0.6377], [-1.4022, 0.9858, 1.1418], [-0.7623, -1.5393, -0.5242], [2.2276, -0.5628, -0.8922]], "smiles": "C1S[C@H]2S[C@@H]12", "lumo_energy_ev": 0.43, "homo_lumo_gap_ha": 0.317, "relative_energy_ev": 2.351, "homo_ev": -8.2}

---

# 2
{"formula": "C3H4S2", "method": "the ωB97M-V functional and the def2-TZVPD basis", "elements": ["C", "C", "C", "S", "S", "H", "H", "H", "H"], "positions_angstrom": [[-0.5545, -0.8710, -0.0300], [0.0818, 1.0577, -0.7312], [0.8807, -0.9311, 0.4024], [-1.2146, 0.8066, 0.4802], [1.4740, 0.7550, 0.4709], [1.2443, -1.6793, 1.2440], [1.3453, -1.3344, -0.5596], [-2.0851, 0.6550, -0.5432], [-0.0078, 1.8893, -1.3132]], "lumo_energy_ev": 0.07, "homo_lumo_gap_ha": 0.310, "relative_energy_ev": 5.923, "homo_ev": -8.4}

---

# 3
{"formula": "C3H4S3", "method": "the ωB97M-V functional and the def2-TZVPD basis", "elements": ["C", "C", "C", "S", "S", "S", "H", "H", "H", "H"], "positions_angstrom": [[0.2436, -1.2886, -2.4266], [0.0183, -0.5857, -1.4538], [0.0168, 0.1002, 0.9344], [0.3851, 1.8083, 0.8572], [-1.6477, -0.3461, 1.4811], [1.4101, -0.9484, 1.3811], [0.3972, -1.4041, -3.4628], [-0.7513, 1.9230, 0.2370], [-2.1416, 0.4882, 0.6785], [2.0695, 0.2532, 1.7739]], "lumo_energy_ev": -1.35, "homo_lumo_gap_ha": 0.274, "relative_energy_ev": 6.579, "homo_ev": -8.8}

---

# 4
{"formula": "C3H4Si", "method": "the ωB97M-V functional and the def2-TZVPD basis", "elements": ["C", "C", "C", "Si", "H", "H", "H", "H"], "positions_angstrom": [[-1.3471, 0.7760, 0.8165], [1.4905, -0.1946, -0.3234], [2.6192, -0.2463, 0.1177], [-2.5867, 0.2153, -0.2262], [-0.7070, -0.0426, 1.0868], [0.4221, -0.1440, -0.4917], [3.6688, -0.4073, 0.2620], [-3.5599, 0.0436, -1.2417]], "lumo_energy_ev": [-0.48, -2.33], "homo_lumo_gap_ha": [0.234, 0.250], "relative_energy_ev": 2.811, "homo_ev": [-6.8, -9.1], "multiplicity": 3}

---

# 5
{"formula": "C3H5AlFNO8PS", "method": "the ωB97M-V functional and the def2-TZVPD basis", "elements": ["N", "C", "O", "C", "O", "Al", "P", "O", "O", "O", "O", "C", "S", "O", "O", "F", "H", "H", "H", "H", "H"], "positions_angstrom": [[3.1462, 0.9937, 2.1245], [2.4524, 1.4564, 1.3271], [1.6295, 1.9670, 0.4910], [1.2599, 1.1291, -0.7053], [0.0294, 1.5335, -1.0724], [-1.0134, 0.8917, 0.3233], [-3.1936, 0.1250, -0.2062], [-4.1453, 1.2117, -0.4988], [-3.1732, -1.0263, -1.3596], [-3.7697, -0.6977, 1.0973], [0.1630, -0.4524, 0.7035], [1.0620, -0.3508, -0.3384], [2.5363, -1.4057, -0.2680], [3.6956, -0.6590, -0.6193], [2.2727, -2.6005, -0.9977], [2.6159, -1.8118, 1.2173], [2.0578, 1.3148, -1.4243], [-1.1248, 2.0662, 1.3761], [-3.9749, -1.5701, -1.2940], [-3.0965, -1.3499, 1.3516], [0.5709, -0.7647, -1.2275]], "lumo_energy_ev": 2.88, "homo_lumo_gap_ha": 0.338, "charge": -1, "homo_ev": -6.3}

---

# 6
{"formula": "C3H5AuO3", "method": "the ωB97M-V functional and the def2-TZVPD basis", "elements": ["H", "O", "C", "C", "O", "O", "C", "Au", "H", "H", "H", "H"], "positions_angstrom": [[-1.0628, 0.6525, -1.4054], [-0.3777, 0.0485, -1.0752], [0.7064, 1.6758, 0.0277], [-0.7491, -0.5678, 0.1771], [0.4743, 2.7938, -0.0708], [1.2403, 0.7299, 0.5982], [0.5301, -0.5650, 0.9744], [0.3347, -1.4079, -2.6783], [-1.1826, -1.5636, 0.0537], [-1.5031, 0.0343, 0.7002], [1.2069, -1.3591, 0.6450], [0.3826, -0.4715, 2.0535]], "lumo_energy_ev": [-14.75, -22.15], "homo_lumo_gap_ha": [0.356, 0.203], "relative_energy_ev": 0.181, "charge": 3, "homo_ev": [-24.4, -27.7], "multiplicity": 4}

---

# 7
{"formula": "C3H5BO2", "method": "the ωB97M-V functional and the def2-TZVPD basis", "elements": ["B", "C", "C", "C", "O", "O", "H", "H", "H", "H", "H"], "positions_angstrom": [[-1.3546, 0.0630, -0.0129], [2.2817, -0.2728, -0.1018], [-0.0964, 1.1325, -0.0771], [1.1160, 0.4676, -0.0570], [-2.6114, 0.5691, -0.1765], [-1.1462, -1.3183, 0.0388], [2.6350, -0.6177, -1.0809], [2.8103, -0.4673, 0.8471], [0.0217, 2.2251, 0.0364], [-3.3310, -0.0835, 0.0765], [-0.3250, -1.6977, 0.5074]], "smiles": "C=C=CB(O)O", "lumo_energy_ev": 0.51, "homo_lumo_gap_ha": 0.372, "relative_energy_ev": 0.722, "homo_ev": -9.6}

---

# 8
{"formula": "C3H5Br", "method": "the ωB97M-V functional and the def2-TZVPD basis", "elements": ["C", "C", "C", "Br", "H", "H", "H", "H", "H"], "positions_angstrom": [[0.1539, 1.3991, -0.0782], [-0.4182, 0.1933, -0.1340], [0.3692, -1.0816, -0.0490], [-2.2639, -0.1153, -0.0318], [-0.6251, 2.1153, 0.0211], [1.2011, 1.6943, -0.0893], [0.0548, -1.5010, 0.9543], [0.2232, -1.9858, -0.7375], [1.3051, -0.7183, 0.1444]], "smiles": "C=C(C)Br", "lumo_energy_ev": 0.96, "homo_lumo_gap_ha": 0.382, "relative_energy_ev": 0.361, "homo_ev": -9.4}

---

# 9
{"formula": "C3H5Br", "method": "the ωB97M-V functional and the def2-TZVPD basis", "elements": ["C", "C", "C", "Br", "H", "H", "H", "H", "H"], "positions_angstrom": [[-0.5819, -0.3509, 0.0734], [1.1737, 0.9669, 1.2822], [-0.3047, -0.7338, -1.2846], [0.1316, 2.1106, 2.3618], [-1.4987, 0.3041, 0.3528], [2.0159, 0.4702, 1.8190], [-1.1836, -1.4525, -1.2653], [0.6659, -1.4448, -1.2701], [-0.4183, 0.1301, -2.0693]], "lumo_energy_ev": [-0.79, -0.52], "homo_lumo_gap_ha": [0.263, 0.288], "relative_energy_ev": 7.129, "homo_ev": [-8.0, -8.3]}

---

# 10
{"formula": "C3H5Br2N", "method": "the ωB97M-V functional and the def2-TZVPD basis", "elements": ["C", "C", "C", "N", "Br", "Br", "H", "H", "H", "H", "H"], "positions_angstrom": [[-3.0815, 0.6028, -2.7394], [0.4737, 0.6858, 0.3399], [-0.2515, -0.6247, 0.1304], [-3.6736, -0.1907, -3.3568], [0.8357, -1.9938, -0.3670], [-1.1769, -1.0886, 1.7980], [-0.9960, -0.4939, -0.7176], [0.0915, 1.1776, 1.2202], [0.2351, 1.3126, -0.5625], [1.6417, 0.5544, 0.5105], [-4.1717, -1.0425, -3.6403]], "lumo_energy_ev": 0.84, "homo_lumo_gap_ha": 0.397, "relative_energy_ev": 0.000, "homo_ev": -10.0}

---

# 11
{"formula": "C3H5Br2N3", "method": "the ωB97M-V functional and the def2-TZVPD basis", "elements": ["C", "C", "C", "N", "N", "N", "Br", "Br", "H", "H", "H", "H", "H"], "positions_angstrom": [[1.0884, -0.0627, -0.5088], [0.3775, 0.9509, 1.5748], [-1.1667, -0.0632, 0.1034], [-0.9501, 0.4689, 1.2517], [-0.2572, -0.2453, -0.8505], [1.3652, 0.3901, 0.6577], [1.1137, 0.0251, 3.3165], [0.6750, 2.9510, 1.6176], [1.9069, -0.5089, -1.2465], [-2.2401, -0.4215, 0.0355], [-1.5271, 0.5267, 2.0687], [-0.5985, -0.7100, -1.6536], [2.3711, 0.3156, 0.8529]], "smiles": "BrC1(Br)NC=[NH+]C=[NH+]1", "lumo_energy_ev": -10.39, "homo_lumo_gap_ha": 0.305, "relative_energy_ev": 0.157, "charge": 2, "homo_ev": -18.7}

---

# 12
{"formula": "C3H5BrFN", "method": "the ωB97M-V functional and the def2-TZVPD basis", "elements": ["C", "C", "C", "N", "F", "Br", "H", "H", "H", "H", "H"], "positions_angstrom": [[-0.3165, 0.7631, 0.0209], [-1.2167, -0.5043, 0.0347], [1.4866, -0.9762, 0.1538], [1.0680, 0.2450, -0.0017], [2.8424, -0.9938, 0.0771], [-3.0819, -0.2269, 0.0651], [-0.3473, 1.5054, -0.8538], [-0.4828, 1.3723, 0.8323], [-0.6359, -1.1914, 0.7516], [-1.0898, -0.9447, -1.0174], [1.7738, 0.9515, -0.0626]], "lumo_energy_ev": 0.79, "homo_lumo_gap_ha": 0.372, "relative_energy_ev": 0.716, "homo_ev": -9.3}

---

# 13
{"formula": "C3H5BrIN", "method": "the ωB97M-V functional and the def2-TZVPD basis", "elements": ["C", "C", "C", "N", "Br", "I", "H", "H", "H", "H", "H"], "positions_angstrom": [[0.1746, -1.6028, 0.5602], [-0.2748, 1.6054, -0.0294], [-0.2017, 0.5701, -1.0736], [0.1504, -2.7593, 0.2231], [0.4283, -0.6480, 2.2374], [1.3281, 0.6843, -2.5180], [0.4995, 2.2275, 0.1776], [-1.1894, 2.3129, -0.2205], [-0.3598, 1.1036, 1.0496], [-1.0141, 0.0110, -1.3911], [0.4588, -3.5047, 0.9848]], "lumo_energy_ev": [-1.03, -0.18], "homo_lumo_gap_ha": [0.253, 0.306], "relative_energy_ev": 3.769, "homo_ev": [-7.9, -8.5]}

---

# 14
{"formula": "C3H5BrN2", "method": "the ωB97M-V functional and the def2-TZVPD basis", "elements": ["C", "C", "C", "N", "N", "Br", "H", "H", "H", "H", "H"], "positions_angstrom": [[-0.9819, 0.3617, -0.7217], [0.1003, 1.1710, 0.0384], [-0.0736, -1.4466, 0.3341], [-0.8995, -0.8541, -0.5074], [1.0836, 0.2720, 0.7100], [2.8274, 0.0298, -0.0760], [-1.6712, 0.8459, -1.3499], [0.2799, 2.0934, -0.5100], [-0.3836, 1.5164, 0.9129], [-0.6888, -1.6685, 1.1738], [0.4075, -2.3211, -0.0043]], "lumo_energy_ev": [0.61, 0.61], "homo_lumo_gap_ha": [0.336, 0.336], "relative_energy_ev": 2.712, "homo_ev": [-8.5, -8.5]}

---

# 15
{"formula": "C3H5BrN2P", "method": "the ωB97M-V functional and the def2-TZVPD basis", "elements": ["C", "C", "C", "N", "N", "P", "Br", "H", "H", "H", "H", "H"], "positions_angstrom": [[-0.2015, -2.0403, -0.0693], [-2.0408, -0.1806, -0.3080], [0.2707, 0.3003, 0.0555], [-1.0302, 0.6114, -0.0589], [0.6226, -1.0536, -0.1996], [1.6352, 1.5221, -0.1500], [-3.7492, 0.0772, 0.2753], [0.0712, -2.8777, -0.5826], [-1.0935, 1.6765, -0.0492], [1.5417, -1.3047, -0.6125], [2.4784, 0.8367, 0.8547], [1.4955, 2.4327, 0.8448]], "lumo_energy_ev": [-4.86, -6.44], "homo_lumo_gap_ha": [0.268, 0.253], "relative_energy_ev": 1.895, "charge": 1, "homo_ev": [-12.2, -13.3], "multiplicity": 3}

---

# 16
{"formula": "C3H5BrO", "method": "the ωB97M-V functional and the def2-TZVPD basis", "elements": ["C", "C", "C", "O", "Br", "H", "H", "H", "H", "H"], "positions_angstrom": [[1.5976, 0.7744, 0.4702], [0.8237, 0.7977, -0.5821], [-1.6075, -0.5363, 0.0605], [-1.0658, -1.6128, 0.6430], [1.0063, 1.6405, -2.2259], [2.5586, 1.2739, 0.5543], [1.2792, 0.2312, 1.3486], [-1.9542, 0.2274, 0.7246], [-1.8918, -0.5524, -0.9776], [-0.7462, -2.2434, -0.0155]], "lumo_energy_ev": [0.64, -0.41], "homo_lumo_gap_ha": [0.334, 0.260], "relative_energy_ev": 4.078, "homo_ev": [-8.5, -7.5]}

---

# 17
{"formula": "C3H5BrO", "method": "the ωB97M-V functional and the def2-TZVPD basis", "elements": ["C", "C", "C", "O", "Br", "H", "H", "H", "H", "H"], "positions_angstrom": [[0.0994, 1.3842, 0.3926], [0.3814, -1.1506, -0.0320], [-0.5925, 0.0001, -0.3252], [1.1153, 1.5841, -0.1481], [-2.4494, -0.1300, 0.1480], [-0.4195, 0.2583, -1.4364], [1.3486, -0.9769, -0.4426], [0.2276, -2.0505, -0.6049], [0.5201, -1.1049, 1.1209], [-0.2311, 2.1862, 1.3276]], "smiles": "C[C@@H](Br)C=O", "lumo_energy_ev": 0.83, "homo_lumo_gap_ha": 0.384, "relative_energy_ev": 1.295, "homo_ev": -9.6}

---

# 18
{"formula": "C3H5Cl2FN4", "method": "the ωB97M-V functional and the def2-TZVPD basis", "elements": ["C", "C", "C", "N", "N", "N", "N", "F", "Cl", "Cl", "H", "H", "H", "H", "H"], "positions_angstrom": [[1.2525, 0.8799, 0.5313], [-0.9583, 0.6526, 1.2976], [-0.0181, -0.7881, -0.5740], [-1.0769, -0.1726, 0.2896], [1.1916, 0.0353, -0.4380], [0.3258, 1.1575, 1.4204], [-0.6466, -0.9807, -1.7872], [-0.5242, 0.1197, -2.6133], [-2.2437, 1.0646, 2.2830], [0.3190, -2.5298, 0.1992], [2.2420, 1.2618, 0.6680], [-2.0071, -0.6192, -0.0896], [2.0517, 0.0067, -1.0752], [0.5183, 1.7942, 2.0906], [-0.4261, -1.8819, -2.2025]], "smiles": "FN[C@]1(Cl)NC(Cl)=[NH+]C=[NH+]1", "lumo_energy_ev": -10.31, "homo_lumo_gap_ha": 0.336, "relative_energy_ev": 0.513, "charge": 2, "homo_ev": -19.5}

---

# 19
{"formula": "C3H5Cl2N", "method": "the ωB97M-V functional and the def2-TZVPD basis", "elements": ["C", "C", "C", "N", "Cl", "Cl", "H", "H", "H", "H", "H"], "positions_angstrom": [[1.9981, -0.3614, -0.3371], [0.0255, 1.0332, -0.0234], [1.0940, 0.4300, 0.4824], [1.6985, -0.8144, -1.4530], [3.5764, -0.6274, 0.4436], [-2.5255, -1.1641, 0.2446], [-0.1871, 0.9776, -1.0764], [-3.4096, -1.7203, 0.9951], [-0.6403, 1.6207, 0.5930], [1.3410, 0.5014, 1.5321], [2.3812, -1.3676, -1.9576]], "smiles": "[H]/N=C(\\Cl)C=C.Cl", "lumo_energy_ev": 0.36, "homo_lumo_gap_ha": 0.385, "relative_energy_ev": 0.319, "homo_ev": -10.1}

---

# 20
{"formula": "C3H5Cl2N3", "method": "the ωB97M-V functional and the def2-TZVPD basis", "elements": ["C", "C", "C", "H", "H", "H", "H", "H", "N", "N", "N", "Cl", "Cl"], "positions_angstrom": [[0.0596, -0.8509, -0.5683], [0.9847, 0.2927, -0.8737], [-0.7792, -0.4975, 0.7087], [1.9428, 0.3020, -0.1340], [1.1156, 0.3754, -1.9168], [-0.1332, 1.7212, -1.0972], [-0.6395, 1.5331, 1.4337], [-1.4879, -0.6558, 2.6786], [0.2887, 1.3603, -0.2909], [-0.6760, 0.9264, 0.6966], [-1.0862, -1.1431, 1.7761], [1.1756, -2.3573, -0.2977], [-0.7650, -1.0065, -2.1151]], "smiles": "[H]/N=C1\\NNCC1(Cl)Cl", "lumo_energy_ev": 0.59, "homo_lumo_gap_ha": 0.356, "relative_energy_ev": 1.134, "homo_ev": -9.1}

---

What are the calculated total energy values for these records? In order: -912.97410; -912.84281; -1311.02831; -405.84006; -1856.07623; -476.97349; -292.67228; -2691.27293; -2691.02421; -5320.02360; -5428.88222; -2845.86000; -3043.60203; -2800.68885; -3141.66810; -2766.38621; -2766.48847; -1355.80674; -1092.42116; -1201.85387 a.u..